--- A ---
The following is a DFT calculation (ωB97M-V/def2-TZVPD) of a 2-piece molecular cluster, C4H9O3 overall.

Its multiplicity is 1. The frontier orbital gap is 8.35 eV. As for the charge: -1. The calculation puts the LUMO energy at 4.26 eV.

Each line ends with the natural charge from an NBO analysis.
CARTESIAN COORDINATES (ANGSTROEM)
O 2.18913 4.31934 1.12053  -0.58
C 1.42036 3.93052 2.24145  -0.28
C 2.86887 3.20626 0.57493  -0.28
H 0.91248 4.82994 2.62838  0.13
H 2.05260 3.51156 3.04230  0.21
H 0.65527 3.18373 1.97024  0.21
H 3.56301 2.75635 1.30455  0.21
H 2.16568 2.42852 0.23249  0.21
H 3.45107 3.56065 -0.29228  0.13
O 1.14047 1.31105 1.50625  -0.79
O 2.91521 1.72744 2.86786  -0.79
C 2.00299 1.00829 2.37570  0.77
C 1.95836 -0.45956 2.88275  -0.72
H 2.60177 -1.07616 2.23280  0.20
H 2.32958 -0.53482 3.91868  0.19
H 0.93232 -0.86270 2.84655  0.19


--- B ---
The following is a DFT calculation (ωB97M-V/def2-TZVPD) of a 2-piece molecular cluster, C4H9O3 overall.

Its multiplicity is 1. The frontier orbital gap is 7.28 eV. As for the charge: -1. The calculation puts the LUMO energy at 3.50 eV.

Each line ends with the natural charge from an NBO analysis.
CARTESIAN COORDINATES (ANGSTROEM)
C 1.94045 -0.03971 -1.82282  -0.08
C 1.37264 1.35644 -1.76786  -0.68
O 1.07954 -0.99162 -1.17163  -0.70
H 1.94471 -0.51143 -2.81933  0.17
H 2.96451 -0.09235 -1.43010  0.15
H 2.06145 2.02814 -1.23546  0.20
H 1.04131 -0.70241 -0.25435  0.47
H 0.29339 1.40674 -1.53779  0.26
H 1.29759 1.98403 -2.67679  0.21
C -1.77912 -0.56638 2.67181  -0.75
C -2.31328 -0.80122 1.22368  0.77
O -2.55990 -1.98380 0.90296  -0.77
O -2.40126 0.29796 0.62750  -0.80
H -2.28602 0.32740 3.02719  0.20
H -0.73059 -0.31736 2.90345  0.18
H -1.92542 -1.39444 3.35954  0.18


--- C ---
The following is a DFT calculation (ωB97M-V/def2-TZVPD) of a 2-piece molecular cluster, C4H9O3 overall.

Its multiplicity is 1. The frontier orbital gap is 5.55 eV. As for the charge: -1. The calculation puts the LUMO energy at 3.41 eV.

Each line ends with the natural charge from an NBO analysis.
CARTESIAN COORDINATES (ANGSTROEM)
O 0.39927 -2.61479 -0.05018  -0.80
C 0.87069 -1.43972 -0.19931  0.25
C 0.29603 -0.39131 -0.85976  -0.55
C 0.93504 0.73406 -1.64207  -0.44
C 0.31957 2.11409 -1.42779  -0.07
O -0.88280 2.38744 -2.17531  -0.76
H 1.91097 -1.35997 0.22320  0.06
H -1.20170 1.57882 -2.59525  0.47
H -0.79936 -0.32903 -0.88827  0.16
H 1.99647 0.92071 -1.40217  0.19
H 0.85146 0.40760 -2.68095  0.17
H 0.11653 2.05794 -0.36366  0.17
H 0.94621 2.96143 -1.71805  0.15
H -1.49957 -1.10618 4.30003  0.48
H -1.16253 -1.81921 5.52698  0.46
O -1.50656 -0.95381 5.27465  -0.94


The calculated energies rank the structures as follows, beginning with the most stable: B, A, C.


--- A ---
The following is a DFT calculation (ωB97M-V/def2-TZVPD) of a 3-piece molecular cluster, C3H15N2O2 overall.

Its multiplicity is 1. The frontier orbital gap is 10.03 eV. As for the charge: +1. The calculation puts the LUMO energy at -3.05 eV.

Each line ends with the natural charge from an NBO analysis.
CARTESIAN COORDINATES (ANGSTROEM)
N -2.16851 -0.75257 0.25515  -0.67
C -0.91785 -1.33373 0.81541  -0.25
C 0.29706 -0.83724 -0.12621  -0.23
N -0.13130 0.33155 -0.85676  -0.70
C 0.33561 1.54780 -0.15933  -0.45
H -2.52387 -1.12563 -0.62598  0.44
H -2.92500 -0.81669 0.92795  0.43
H -2.01978 0.23815 0.02796  0.46
H -0.77599 -1.09113 1.85748  0.26
H -1.01344 -2.38102 0.58337  0.22
H 1.06210 -0.63891 0.62826  0.19
H 0.61225 -1.74251 -0.64096  0.21
H 0.22609 0.34100 -1.82134  0.43
H 0.13796 1.54194 0.91351  0.21
H -0.38466 2.28934 -0.51740  0.21
H 1.34804 1.89999 -0.35143  0.21
H 0.53700 1.29746 3.75488  0.49
H 1.50818 0.51273 2.81164  0.48
O 0.59278 0.60044 3.09476  -0.97
H 1.63460 -0.18386 -3.92276  0.49
H 2.34043 -0.21777 -2.61239  0.48
O 1.60694 0.23479 -3.05097  -0.95


--- B ---
The following is a DFT calculation (ωB97M-V/def2-TZVPD) of a 3-piece molecular cluster, C3H15N2O2 overall.

Its multiplicity is 1. The frontier orbital gap is 10.08 eV. As for the charge: +1. The calculation puts the LUMO energy at -2.98 eV.

Each line ends with the natural charge from an NBO analysis.
CARTESIAN COORDINATES (ANGSTROEM)
N 0.29602 -0.44312 -0.36988  -0.72
C -0.16512 -0.43107 1.07868  -0.22
C -1.60543 0.10569 1.14379  -0.26
N -1.87508 1.00558 -0.00771  -0.65
C -3.32276 1.32336 -0.14145  -0.43
H 0.92657 0.36069 -0.44100  0.43
H 0.96260 -1.19589 -0.76335  0.47
H -0.42451 -0.36298 -1.09537  0.45
H -0.11461 -1.48519 1.34592  0.23
H 0.52479 0.28766 1.53631  0.22
H -2.32235 -0.74082 1.16972  0.21
H -1.81207 0.52053 2.11850  0.21
H -1.41965 1.87584 0.25192  0.36
H -3.81255 0.36345 -0.18768  0.21
H -3.53342 1.69406 -1.16897  0.21
H -3.68620 2.09588 0.52909  0.20
H 2.89030 -1.14503 -1.94949  0.52
H 2.13560 -2.56539 -1.73765  0.51
O 2.09756 -1.61125 -1.69648  -0.95
H 3.61019 0.86702 1.05413  0.49
H 4.19163 0.05815 -0.08943  0.48
O 3.35414 0.28602 0.32629  -0.97


--- C ---
The following is a DFT calculation (ωB97M-V/def2-TZVPD) of a 3-piece molecular cluster, C3H15N2O2 overall.

Its multiplicity is 1. The frontier orbital gap is 9.46 eV. As for the charge: +1. The calculation puts the LUMO energy at -3.35 eV.

Each line ends with the natural charge from an NBO analysis.
CARTESIAN COORDINATES (ANGSTROEM)
N -1.69586 -0.39744 1.68929  -0.67
C -0.85723 0.69256 2.24084  -0.25
C 0.17379 1.26451 1.14582  -0.21
N -0.38152 1.02399 -0.15925  -0.70
C -0.48245 2.16707 -1.13874  -0.44
H -1.22266 -1.25693 1.39792  0.45
H -2.28254 -0.66866 2.48414  0.44
H -2.29964 -0.12705 0.90866  0.46
H -1.47616 1.46018 2.69126  0.23
H -0.13186 0.30728 2.95973  0.23
H 0.18532 2.30925 1.45040  0.23
H 1.11092 0.75722 1.34813  0.20
H 0.03020 0.32349 -0.76408  0.39
H -0.68324 3.16726 -0.75097  0.21
H -1.50764 1.95316 -1.46362  0.20
H 0.14515 2.15523 -2.02705  0.23
H 1.39099 -3.96373 -0.43244  0.47
H 2.03517 -4.45815 0.85626  0.48
O 1.18958 -4.28273 0.45329  -0.95
H 2.06244 -0.48356 -3.74798  0.47
H 1.30459 0.58157 -4.41685  0.48
O 1.65736 0.36730 -3.53604  -0.95


The calculated energies rank the structures as follows, beginning with the most stable: B, A, C.


--- A ---
The following is a DFT calculation (ωB97M-V/def2-TZVPD) of a 2-piece molecular cluster, CH2N2OS overall.

Its multiplicity is 1. As for the SMILES: N#[N+][O-].C=S. The frontier orbital gap is 8.48 eV. As for the charge: 0. The calculation puts the LUMO energy at -0.42 eV.

Each line ends with the natural charge from an NBO analysis.
CARTESIAN COORDINATES (ANGSTROEM)
N -1.68178 -2.89278 0.80620  -0.10
N -1.82121 -1.83233 0.42789  0.43
O -2.09467 -0.74514 0.11602  -0.32
C 1.52495 1.35292 -0.36183  -0.44
S 0.02044 1.55382 0.18909  0.09
H 2.10042 0.40379 -0.44101  0.19
H 1.95185 2.15972 -0.73636  0.16


--- B ---
The following is a DFT calculation (ωB97M-V/def2-TZVPD) of a 2-piece molecular cluster, CH2N2OS overall.

Its multiplicity is 1. The frontier orbital gap is 8.04 eV. As for the charge: 0. The calculation puts the LUMO energy at -1.54 eV.

Each line ends with the natural charge from an NBO analysis.
CARTESIAN COORDINATES (ANGSTROEM)
C -1.32516 1.21106 -0.31255  0.60
N -0.02991 1.63866 0.06511  -0.89
N 1.78000 -0.21952 -0.22542  -0.92
O -2.33829 1.73290 -0.05794  -0.51
S 1.47056 1.28976 -0.01587  1.31
H -1.70413 0.05089 -1.31137  0.03
H 2.77122 -0.41683 -0.17076  0.38


The calculated energies rank the structures as follows, beginning with the most stable: A, B.


--- A ---
The following is a DFT calculation (ωB97M-V/def2-TZVPD) of C3H9NOS as an isolated structure.

Its multiplicity is 1. The frontier orbital gap is 8.99 eV. As for the charge: 0. The calculation puts the LUMO energy at 0.55 eV.

Each line ends with the natural charge from an NBO analysis.
CARTESIAN COORDINATES (ANGSTROEM)
C -1.47372 0.71447 -2.05657  -0.59
C 1.54698 -1.54322 0.27655  -0.46
C -1.04600 1.02249 1.30392  -0.82
N 0.20365 -1.05953 -0.01898  -0.88
O 1.31161 1.12034 0.05618  -0.95
S -0.01423 0.51990 -0.17351  1.65
H -0.57020 0.73802 -2.66470  0.12
H -1.76659 1.74655 -2.02654  0.12
H 2.05619 -0.55462 0.57012  0.26
H 1.62138 -2.34936 1.07790  0.20
H 2.18414 -2.01051 -0.53319  0.20
H -1.59598 1.92837 1.10869  0.24
H -1.77635 0.20363 1.48245  0.24
H -0.23317 1.20120 2.06210  0.24
H -0.44772 -1.67772 -0.46441  0.43


--- B ---
The following is a DFT calculation (ωB97M-V/def2-TZVPD) of a 2-piece molecular cluster, C3H9NOS overall.

Its multiplicity is 1. As for the SMILES: NC=O.CSC. The frontier orbital gap is 9.31 eV. As for the charge: 0. The calculation puts the LUMO energy at 0.79 eV.

Each line ends with the natural charge from an NBO analysis.
CARTESIAN COORDINATES (ANGSTROEM)
N -0.28216 -5.58318 2.17663  -0.83
C 0.64026 -5.46768 1.18160  0.53
O 1.70944 -5.99693 1.12025  -0.59
H -1.13857 -5.09065 2.12487  0.39
H -0.12498 -6.12335 3.02707  0.40
H 0.28020 -4.78188 0.39845  0.09
C 0.90160 3.83702 -2.03175  -0.76
S -0.28430 2.59977 -1.49407  0.19
C -1.14361 3.50172 -0.21340  -0.76
H 1.29287 3.60411 -3.02155  0.23
H 1.83226 3.82809 -1.44741  0.21
H 0.47749 4.83354 -1.96284  0.22
H -1.91977 2.83022 0.16426  0.23
H -0.48185 3.71610 0.61958  0.22
H -1.75890 4.29309 -0.64171  0.22


The calculated energies rank the structures as follows, beginning with the most stable: B, A.